This record from the OMol25 dataset describes a cluster of 9 separate species, C33H71B2BrCl16N4O5P in total in a non-equilibrium geometry. The level of theory is wB97M-V/def2-TZVPD.

Each line ends with the Mulliken charge.
Positions of all 133 atoms, in Å:
Cl1 -1.24360 8.80513 -3.19257  -0.188
C1 1.52626 0.60213 -1.11561  -0.171
C2 0.79911 -0.73123 1.20870  1.848
C3 -2.98111 8.65457 -2.82775  -0.471
H1 -5.39148 -1.30814 -0.02065  -0.163
H2 -0.19909 -4.15608 -1.31193  0.227
C4 -6.11831 -1.85218 -0.62284  0.663
H3 3.37344 -2.77284 5.08766  0.298
C5 2.46455 -4.24805 -3.04625  -1.145
H4 5.61810 -2.70011 3.91212  0.282
H5 2.07048 -0.99076 3.00259  1.148
O1 0.63985 0.26377 -2.23764  -0.593
H6 5.78864 4.73258 3.06009  0.195
H7 -2.89347 6.50889 -2.55216  0.011
H8 7.32098 2.49182 -3.85385  0.348
H9 5.60111 0.81173 0.02171  0.099
Cl2 -5.43605 -0.47498 -3.82423  -0.126
Cl3 4.06557 3.79582 -2.68582  -0.151
H10 -3.38307 -2.30570 -4.73898  0.205
C6 -1.22481 0.68255 2.46045  -0.102
Cl4 -8.76012 -2.44093 -1.02383  -0.211
H11 6.56508 0.02754 2.59301  0.098
H12 -4.23523 -3.21905 -5.98839  0.341
H13 0.89937 1.36977 0.79490  0.712
H14 -7.74258 -0.70180 0.17306  0.353
H15 -11.07306 -5.72865 2.14384  0.326
H16 1.72256 1.71076 -1.27483  0.468
H17 0.39640 -6.58196 1.31556  0.380
C7 -7.48642 -1.74948 0.01324  -0.545
Cl5 4.32660 7.34090 2.74794  -0.188
C8 -11.51694 -5.48604 1.17865  -0.444
H18 0.82749 -2.69479 2.81572  0.726
C9 0.00024 -5.52879 1.41732  -1.299
H19 3.90529 -3.93636 0.85291  0.510
Cl6 -2.50234 4.40395 -1.23649  -0.283
H20 5.51196 -3.61155 2.35153  0.328
Cl7 -4.11202 1.38672 -1.76568  -0.077
H21 -7.52098 -2.25949 0.97581  0.363
H22 2.38530 6.00894 2.90770  0.200
H23 3.18133 -0.93478 -0.64049  -0.100
H24 -0.54097 -5.27504 0.47920  0.179
B1 4.88970 -0.12458 1.57717  0.957
C10 -2.80794 3.60357 -2.79786  -0.144
C11 2.77325 6.71701 4.91798  -0.447
Cl8 -5.55116 -3.53981 -0.72336  -0.193
N1 0.65261 -2.25173 -0.57285  -0.073
H25 -3.10716 8.91438 -1.77633  0.304
N2 0.41987 -2.15622 0.81949  0.673
H26 0.36840 -3.56478 -3.41264  0.379
H27 3.71004 0.63980 -1.31634  -0.614
C12 2.88311 -0.13167 -1.35354  0.320
H28 -9.76483 -4.68663 0.23560  -0.074
C13 6.29566 2.42610 -3.48848  -0.572
C14 7.36626 3.56780 2.19182  -0.380
C15 5.80032 3.80100 -3.09828  -0.401
H29 -0.08794 -1.79658 -1.13466  0.310
O2 2.69688 -2.98142 4.41840  -0.729
C16 1.22414 -3.32041 -2.71554  -0.211
H30 -0.53728 2.71438 1.96732  0.228
C17 -4.11554 2.84269 -2.80978  -0.646
H31 1.22682 -4.82576 3.02294  0.345
H32 0.00626 -0.83037 3.36899  0.535
C18 2.73256 6.90795 3.41675  -0.372
H33 8.11410 4.04040 2.82906  0.390
H34 -11.97229 -4.49758 1.25128  0.289
C19 6.00321 3.68749 2.83334  -0.477
H35 1.54601 -2.24987 -2.79447  0.002
H36 4.98678 -4.38978 3.88942  0.256
H37 -5.81897 -2.75869 -4.19433  0.264
H38 1.57005 -4.25591 -0.77113  0.181
H39 2.96797 -0.57557 -2.39281  0.571
Cl9 -3.51144 6.83482 -4.80672  -0.202
C20 0.77185 -3.58631 -1.18494  -0.463
C21 -3.49525 7.25331 -3.07382  -0.096
Cl10 6.30975 1.30320 -2.10610  -0.037
O3 5.55844 -0.12854 0.32068  -0.507
H40 -4.31997 2.48937 -3.82157  0.337
H41 3.32164 0.74184 2.84966  0.208
C22 2.28372 -0.95501 1.88528  -0.150
N3 -2.29970 0.26794 3.07168  -0.734
C23 3.33635 0.21100 1.84618  -1.491
H42 5.68229 1.98716 -4.27476  0.327
Cl11 -3.71582 -1.05102 -6.70894  -0.190
H43 -2.12104 -0.62420 3.54828  0.297
Cl12 7.85896 1.86807 1.97768  -0.179
H44 -4.94365 3.47696 -2.49464  0.318
H45 -0.38470 0.57339 -0.13631  -0.092
H46 -1.81190 2.05068 0.77006  -0.046
H47 -2.26994 2.66730 2.42366  0.432
H48 2.11133 -5.00243 1.48949  0.330
H49 -10.94027 -5.34925 -0.90396  0.333
H50 3.10342 1.05447 1.12253  -0.153
H51 -6.29068 -1.78565 -5.59158  0.372
H52 -4.52364 7.17022 -2.71935  0.324
H53 -6.11126 -1.43173 -1.62690  -0.307
H54 -0.78944 -5.60325 2.23118  0.377
C24 0.10984 -0.09647 2.51224  -1.185
P1 -1.36858 -2.61096 0.86020  0.314
C25 -1.48778 2.10807 1.83401  -0.746
H55 -1.96206 2.95143 -3.01676  0.258
H56 5.92509 4.49004 -3.93386  0.354
Cl13 3.70122 5.26942 5.38808  -0.166
C26 -5.51338 -1.93648 -4.84306  -0.475
C27 -10.48246 -5.49144 0.07467  -0.065
H57 1.14048 0.31492 -3.06328  0.476
H58 2.76449 -4.19858 -4.12517  0.396
H59 6.34892 4.19693 -2.24406  0.235
O4 -1.76569 -2.69596 2.52876  -0.458
H60 0.85440 0.67462 2.88823  0.681
Cl14 4.70642 3.11580 1.75795  -0.018
O5 5.69578 -0.40356 2.73854  -0.809
C28 1.15280 -3.03264 1.78370  0.098
C29 1.14588 -4.58418 1.91673  -0.796
H61 3.30564 -3.91318 -2.36401  0.227
H62 3.21491 7.57744 5.41962  0.321
H63 3.18875 -2.94364 -0.21917  -0.484
H64 7.39692 4.05099 1.21563  0.263
H65 -1.71638 -3.63417 2.79467  0.319
Br1 -2.69193 -1.04222 -0.05766  0.073
Cl15 -12.83685 -6.64122 0.87066  -0.184
B2 3.43921 -2.97616 3.18366  0.981
H66 -2.83560 4.39209 -3.55107  0.162
C30 0.69773 0.44168 0.17853  -2.160
C31 4.98332 -3.40645 3.31610  -1.121
H67 2.05368 7.72424 3.16766  0.358
C32 -4.17959 -2.25519 -5.48136  -0.385
H68 1.76153 6.58099 5.30096  0.299
H69 2.17738 -5.29631 -2.73028  0.297
C33 2.70892 -2.51434 1.78597  -0.134
N4 3.58289 -2.97924 0.72023  -0.112
Cl16 -9.55163 -7.01073 0.03219  -0.194
H70 -3.51702 9.38934 -3.42799  0.342
H71 5.94475 3.11874 3.76109  0.307

E_tot = -332609.9197 eV
ΔE to the lowest compared entry with this formula, charge and spin = 355.8 kJ/mol
Charge = +1
Kohn-Sham gap = 8.883 eV